A single C23H35N3O molecule. Source: OMol25; level of theory: the ωB97M-V functional and the def2-TZVPD basis.

Each line ends with the Mulliken charge.
Element x y z (Å)
C: -5.09918 -0.00205 2.27715  -1.620
C: -5.21007 -0.66970 0.93854  0.935
C: -6.25479 -1.54838 0.69695  -0.726
C: -6.43527 -2.13790 -0.54191  -0.558
C: -5.56116 -1.83589 -1.56945  -0.858
C: -4.50522 -0.97231 -1.34581  -0.208
C: -4.30268 -0.39119 -0.09542  0.052
N: -3.25695 0.51899 0.14478  0.392
C: -2.72490 1.25845 -0.97933  -0.527
C: -1.97589 2.47752 -0.41983  -1.591
N: -0.88308 2.13093 0.46702  0.112
C: 0.36759 1.64208 -0.10760  1.652
C: 0.67794 2.17610 -1.50791  -1.212
C: 2.05592 1.69040 -1.95539  -0.557
C: 3.12907 2.10534 -0.94663  -0.871
N: 2.78522 1.60402 0.36068  0.384
C: 3.43974 0.67855 1.10147  0.806
O: 3.00358 0.31812 2.18234  -0.648
C: 4.75537 0.13692 0.57087  -1.030
C: 4.62533 -0.88624 -0.57035  -0.654
C: 4.09422 -2.23661 -0.12433  1.241
C: 2.61587 -2.27242 0.19191  -1.451
C: 4.70006 -3.45991 -0.75444  -0.876
C: 5.00978 -3.11755 0.67347  -0.787
C: 1.50780 2.09941 0.82385  -1.992
C: -1.39822 1.27729 1.52605  -0.884
C: -2.17408 0.06377 0.99783  -0.579
H: -6.09068 0.16251 2.69421  0.495
H: -4.54293 -0.62036 2.98265  0.282
H: -4.58977 0.95320 2.17903  0.297
H: -6.95232 -1.76066 1.49538  0.421
H: -7.25912 -2.81631 -0.70597  0.382
H: -5.69440 -2.27740 -2.54656  0.393
H: -3.82388 -0.75555 -2.15499  0.378
H: -3.55161 1.59344 -1.60912  0.643
H: -2.03431 0.65087 -1.59098  0.343
H: -1.61843 3.11099 -1.22977  0.463
H: -2.68432 3.06168 0.17668  0.501
H: 0.38954 0.53931 -0.15273  -0.160
H: -0.06662 1.83551 -2.22890  0.369
H: 0.66664 3.26798 -1.48745  0.369
H: 2.29662 2.10500 -2.93580  0.417
H: 2.04382 0.60123 -2.04092  0.193
H: 4.10666 1.74586 -1.26027  0.416
H: 3.16661 3.20164 -0.89476  0.405
H: 5.24403 -0.35054 1.41642  0.379
H: 5.38590 0.96840 0.24911  0.382
H: 5.62127 -1.02845 -0.99779  0.356
H: 3.98083 -0.49747 -1.36145  0.275
H: 2.03607 -1.91008 -0.65764  0.227
H: 2.39274 -1.65345 1.05695  0.214
H: 2.29868 -3.28904 0.41138  0.531
H: 5.48123 -3.33427 -1.48980  0.259
H: 4.05961 -4.30679 -0.94992  0.274
H: 6.00097 -2.75648 0.90374  0.266
H: 4.58164 -3.72879 1.45265  0.278
H: 1.36023 1.72677 1.83677  0.549
H: 1.52307 3.19367 0.84926  0.067
H: -0.57722 0.93776 2.15678  0.379
H: -2.07148 1.88900 2.13396  0.343
H: -2.57486 -0.51052 1.83088  0.568
H: -1.49017 -0.59637 0.43446  0.101

Output
Charge   0
Energy relative to the best compared isomer or geometry (same formula, charge and spin)   83.7 kJ/mol
HOMO-LUMO gap   0.3153 Eh
Electronic energy   -1136.908788 Ha
Max |F|   0.010 Eh/bohr
SMILES   Cc1ccccc1N1CCN([C@H]2CCCN(C(=O)CCC3(C)CC3)C2)CC1

---

A single C3H6N2O3 molecule at a distorted geometry. Source: OMol25; level of theory: the ωB97M-V functional and the def2-TZVPD basis.

Each line ends with the Mulliken charge.
Element x y z (Å)
C: -1.77905 0.57259 0.87167  -0.844
C: -0.54814 -0.01073 0.26167  0.670
N: 0.48651 -0.47586 0.86995  -0.412
O: -0.21854 -0.69425 2.24586  -0.492
O: -0.47313 0.20078 -1.07147  -0.282
N: 0.54690 -0.53632 -1.62490  -0.233
C: 1.81567 0.17045 -1.80011  0.054
O: 2.11753 1.31029 -1.69415  -0.431
H: -2.03576 1.54293 0.11847  0.251
H: -1.35899 1.16683 1.64034  0.343
H: -2.46609 -0.38153 1.13982  0.283
H: 0.86878 -0.75960 2.74047  0.395
H: 0.49824 -1.61781 -1.36964  0.359
H: 2.54606 -0.48777 -2.32797  0.340

Output
Charge   0
Energy relative to the best compared isomer or geometry (same formula, charge and spin)   725.6 kJ/mol
HOMO-LUMO gap   0.3718 Eh
Electronic energy   -452.924651 Ha
Max |F|   0.159 Eh/bohr
SMILES   C/C(=N\O)ONC=O

---

A single C15H19N3O2S molecule at a distorted geometry. Source: OMol25; level of theory: the ωB97M-V functional and the def2-TZVPD basis.

Each line ends with the Mulliken charge.
Element x y z (Å)
C: -2.49570 1.35269 3.55277  -1.371
C: -1.17924 1.81144 2.94611  0.157
O: -0.59146 2.75411 3.81943  -0.403
C: 0.46566 3.49597 3.28043  -0.613
C: 1.77122 2.68983 3.11345  -0.275
C: 1.75662 1.83778 1.90151  0.141
N: 1.34231 2.20736 0.74829  -0.842
N: 1.42732 1.28904 -0.20462  0.049
C: 1.92625 0.16954 0.19203  0.509
N: 2.14797 -0.94421 -0.55280  0.003
C: 1.99187 -1.17228 -1.91554  0.291
O: 2.39513 -2.21845 -2.35934  -0.627
C: 1.30730 -0.10784 -2.72152  -0.691
C: -0.21007 -0.12189 -2.44975  -1.137
C: -0.75528 -1.51799 -2.56181  0.451
C: -1.01203 -2.27160 -1.42462  0.019
C: -1.46585 -3.57449 -1.52834  -0.775
C: -1.66632 -4.14126 -2.77466  -0.382
C: -1.41568 -3.39733 -3.91484  -0.674
C: -0.96340 -2.09506 -3.80774  -0.247
S: 2.35204 0.17223 1.91155  -0.268
H: -3.16138 2.20223 3.67535  0.334
H: -2.96714 0.61745 2.90675  0.378
H: -2.31665 0.91109 4.52901  0.324
H: -0.51073 0.94723 2.81109  0.103
H: -1.34494 2.26944 1.95960  0.310
H: 0.18977 3.92559 2.30740  0.402
H: 0.63928 4.30079 3.99877  0.347
H: 1.93156 2.07391 3.99980  0.291
H: 2.59891 3.39896 3.02947  0.336
H: 2.57390 -1.72536 -0.06607  0.241
H: 1.70578 0.87360 -2.46656  0.444
H: 1.49478 -0.33153 -3.77225  0.464
H: -0.39720 0.28036 -1.45416  0.392
H: -0.69141 0.53291 -3.17796  0.427
H: -0.85775 -1.83240 -0.44788  0.396
H: -1.66071 -4.14935 -0.63447  0.370
H: -2.01621 -5.15965 -2.85702  0.378
H: -1.57041 -3.83462 -4.89036  0.367
H: -0.76810 -1.51824 -4.70051  0.381

Output
Charge   0
Energy relative to the best compared isomer or geometry (same formula, charge and spin)   188.3 kJ/mol
HOMO-LUMO gap   0.3479 Eh
Electronic energy   -1295.911192 Ha
Max |F|   0.031 Eh/bohr
SMILES   CCOCCc1nnc(NC(=O)CCc2ccccc2)s1

---

C22H17IrN5O8 as an isolated structure at a distorted geometry. Source: OMol25; level of theory: the ωB97M-V functional and the def2-TZVPD basis.

Each line ends with the Mulliken charge.
Element x y z (Å)
Ir: 0.26522 0.00448 -0.12921  1.786
O: -2.10204 -0.78213 -3.41481  -0.413
C: -1.56973 -0.47889 -2.27205  0.219
O: -0.34779 -0.35419 -2.10182  -0.718
C: -2.50390 -0.24459 -1.16401  0.448
C: -3.87451 -0.23814 -1.23827  -0.668
C: -4.60697 -0.01850 -0.06396  -0.442
C: -3.94118 0.19241 1.13379  -0.846
C: -2.55985 0.16104 1.06106  0.217
N: -1.84409 -0.04287 0.00237  -0.110
C: -1.17239 -0.63500 3.66718  0.774
O: -1.97462 -0.49554 4.48410  -0.369
O: -0.37887 -0.78906 2.82837  -0.413
H: -1.42764 -0.90857 -4.10664  0.450
H: -4.36663 -0.39861 -2.18770  0.590
H: -5.68905 -0.02319 -0.09135  0.497
H: -4.45911 0.37009 2.06618  0.532
N: 2.29232 -0.18986 -0.55408  -0.302
C: 2.75053 -1.54849 -0.28958  0.437
C: 4.06424 -1.89437 -0.19588  -0.567
C: 4.41334 -3.24447 0.03417  -0.816
C: 3.44749 -4.20089 0.16283  -0.932
C: 2.07723 -3.84439 0.11975  0.296
C: 1.01555 -4.75425 0.31264  -0.499
C: -0.27350 -4.29258 0.32467  -1.102
C: -0.51347 -2.92249 0.17150  0.246
N: 0.45228 -2.04599 -0.03182  0.152
C: 1.74338 -2.49519 -0.08276  0.387
H: 2.38659 0.03656 -1.54530  0.397
H: 2.86366 0.46946 -0.02978  0.454
H: 4.84186 -1.14985 -0.31788  0.502
H: 5.45834 -3.51212 0.10045  0.428
H: 3.71485 -5.23779 0.31857  0.469
H: 1.23064 -5.80450 0.46415  0.490
H: -1.11125 -4.95736 0.47600  0.446
H: -1.52392 -2.54216 0.23531  0.490
C: -1.50334 2.88168 -2.18653  -1.356
C: -0.61352 3.01791 -1.00200  0.195
N: 0.03124 2.09864 -0.28098  0.078
C: 0.70654 2.79197 0.68975  0.333
C: 0.50402 4.12314 0.57210  -0.087
N: -0.32762 4.23982 -0.49542  -0.017
C: 1.02357 5.29317 1.37993  0.490
O: 1.78586 4.94871 2.36135  -0.572
O: 0.65986 6.37584 1.00266  -0.575
C: 1.43619 2.04136 1.65870  0.871
O: 2.06023 2.62047 2.54554  -0.714
O: 1.40466 0.76425 1.50443  -0.799
H: -1.52257 1.86654 -2.55751  0.160
H: -1.14545 3.51973 -2.99470  0.492
H: -2.51987 3.19154 -1.94033  0.354
H: -0.65360 5.14075 -0.82865  0.262
H: 1.89680 3.89646 2.42549  0.376

Output
Charge   +2
Energy relative to the best compared isomer or geometry (same formula, charge and spin)   158.9 kJ/mol
Spin multiplicity   2
HOMO-LUMO gap (alpha / beta)   0.2633 / 0.2602 Eh
Electronic energy   -1828.163811 Ha
Max |F|   0.041 Eh/bohr

---

A single CHBrF2OS molecule at a distorted geometry. Source: OMol25; level of theory: the ωB97M-V functional and the def2-TZVPD basis.

Each line ends with the Mulliken charge.
Element x y z (Å)
C: 0.75606 -0.08471 0.29829  0.243
O: 0.39859 2.46603 1.10321  -0.370
F: 1.25846 0.40847 -0.75603  -0.180
F: 1.58925 -1.05561 0.68203  -0.224
S: 0.91139 1.28449 1.73597  0.437
Br: -1.02829 0.15843 3.02580  -0.230
H: -0.37179 -0.37981 0.39864  0.324

Output
Charge   0
Energy relative to the best compared isomer or geometry (same formula, charge and spin)   153.7 kJ/mol
HOMO-LUMO gap   0.3099 Eh
Electronic energy   -3285.815704 Ha
Max |F|   0.090 Eh/bohr

---

C25H41BN6O2ReSe2Si as an isolated structure. Source: OMol25; level of theory: the ωB97M-V functional and the def2-TZVPD basis.

Each line ends with the Mulliken charge.
Element x y z (Å)
Re: -0.31204 0.15120 -0.02727  0.966
C: -3.45326 -0.90785 1.42304  -1.180
C: -2.87456 -1.67187 0.28506  0.933
C: -3.42789 -2.77483 -0.37111  -1.497
C: -2.54820 -3.09992 -1.38367  0.878
C: -2.65152 -4.19085 -2.39452  -1.363
N: -1.51789 -2.23932 -1.32815  0.600
N: -1.70942 -1.35971 -0.29369  -0.016
B: -0.29146 -2.14843 -2.26176  -0.807
N: -0.35591 -0.78169 -2.98565  0.821
N: -0.73064 0.29923 -2.24051  -0.052
C: -1.13754 1.22988 -3.10314  0.633
C: -1.78701 2.50350 -2.69162  -1.578
C: -0.97666 0.76806 -4.41460  -1.312
C: -0.49254 -0.51862 -4.29568  0.838
C: -0.17414 -1.51707 -5.35611  -1.368
N: 1.00516 -2.22967 -1.43950  0.510
N: 1.06459 -1.48726 -0.30613  0.124
C: 2.09129 -1.93485 0.41345  0.760
C: 2.56722 -1.35692 1.70417  -0.989
C: 2.69637 -3.00209 -0.26728  -1.326
C: 1.96756 -3.17464 -1.42436  0.632
C: 2.14798 -4.16144 -2.52719  -1.360
H: -4.24386 -1.49152 1.89330  0.401
H: -2.69280 -0.66330 2.15877  -0.013
H: -3.88504 0.03172 1.06903  0.186
H: -4.35400 -3.27051 -0.13665  0.489
H: -3.57335 -4.74615 -2.23328  0.370
H: -2.66276 -3.79550 -3.41078  0.241
H: -1.81422 -4.88514 -2.31750  0.249
H: -0.33693 -3.02909 -3.06549  -0.143
H: -1.89400 2.53947 -1.61107  0.181
H: -1.23110 3.37391 -3.04338  0.339
H: -2.78552 2.55834 -3.12797  0.462
H: -1.21207 1.29463 -5.32401  0.510
H: -0.13567 -1.02681 -6.32702  0.392
H: 0.78745 -1.99479 -5.17169  0.235
H: -0.92999 -2.30276 -5.39976  0.224
H: 1.73967 -1.06803 2.34850  -0.050
H: 3.18571 -2.09591 2.21117  0.395
H: 3.17810 -0.46828 1.53113  0.147
H: 3.55891 -3.56082 0.05363  0.501
H: 2.97231 -4.82995 -2.28677  0.369
H: 1.25035 -4.76130 -2.67914  0.242
H: 2.37677 -3.66435 -3.47119  0.219
O: 1.49137 1.81582 -1.25826  0.286
C: 2.06990 3.11125 -1.34939  -1.511
C: 1.51408 4.09805 -0.30836  1.744
C: 1.88586 5.49815 -0.85324  -1.308
O: 1.62131 6.56950 0.02622  -0.518
C: 2.14497 3.92450 1.06088  -1.275
Se: 1.52550 2.30016 1.94700  -0.059
C: -0.00627 4.00441 -0.18398  -0.955
Se: -0.63569 2.46407 0.91579  -0.293
H: 2.16216 1.14104 -1.39846  0.024
H: 1.86994 3.51193 -2.35164  0.384
H: 3.15628 3.06100 -1.22867  0.464
H: 1.38165 5.65045 -1.81589  0.471
H: 2.96204 5.52988 -1.03857  0.421
H: 0.67051 6.65722 0.14340  0.352
H: 1.91565 4.78546 1.68535  0.462
H: 3.23051 3.84145 0.98134  0.548
H: -0.47381 3.94520 -1.16138  0.164
H: -0.39333 4.87602 0.34631  0.528
C: -1.43950 0.95282 5.83952  -1.002
Si: -0.32282 -0.33675 5.04592  -0.022
C: 1.45384 -0.04391 5.60411  -0.944
C: -0.87669 -2.06182 5.56908  -1.127
C: -0.39092 -0.19743 3.22834  -0.202
C: -0.39398 -0.08901 2.00254  -0.214
H: -1.33353 0.95193 6.92666  0.328
H: -2.48809 0.76517 5.60187  0.301
H: -1.18810 1.94871 5.47113  0.287
H: 1.56987 -0.24887 6.67093  0.366
H: 1.75069 0.99080 5.42337  0.258
H: 2.14215 -0.69266 5.05955  0.273
H: -1.28372 -2.05909 6.58249  0.327
H: -0.04246 -2.76526 5.54752  0.299
H: -1.64683 -2.43891 4.89498  0.348

Output
Charge   0
Spin multiplicity   2
HOMO-LUMO gap (alpha / beta)   0.2332 / 0.2193 Eh
Electronic energy   -6651.779872 Ha
Max |F|   0.017 Eh/bohr